Here is a molecular structure, C26H34Be2CsFMgN2O25S4 at a distorted geometry from the OMol25 dataset. Energies are from wB97M-V/def2-TZVPD.

Computed properties:
max |F| = 0.2359 hartree/bohr
HOMO-LUMO gap = 0.04866 Eh
LUMO = -5.8 eV
electronic energy = -4942.87221 a.u.

CARTESIAN COORDINATES (ANGSTROEM)
C1 -1.487 -0.345 4.511
C2 -1.393 -1.617 3.958
C3 -2.640 -2.114 3.151
O1 -2.768 -3.243 2.580
O2 -3.669 -1.295 3.042
C4 -4.159 -1.160 1.668
C5 -2.996 -0.726 0.732
C6 -3.601 -0.035 -0.511
C7 -2.587 0.514 -1.549
C8 -1.416 1.255 -0.879
C9 -1.627 2.794 -0.797
S1 -0.147 3.645 -0.217
O3 0.921 2.618 -0.050
O4 0.364 4.619 -1.122
N1 -0.344 4.276 1.255
S2 -1.824 4.848 1.624
O5 -2.503 5.450 0.521
O6 -1.634 5.858 2.612
S3 -3.002 3.327 2.568
C10 -2.116 1.734 2.835
C11 -0.748 1.806 3.473
O7 -0.495 2.070 4.588
O8 0.276 1.481 2.624
C12 0.315 0.021 2.574
C13 1.425 -0.383 1.612
C14 2.764 0.089 2.263
O9 1.550 -1.783 1.465
C15 0.554 -2.300 0.675
O10 -0.189 -3.015 1.141
C16 0.432 -1.993 -0.825
S4 2.043 -2.075 -1.688
H1 -0.988 0.511 4.055
H2 -2.031 -0.204 5.459
H3 -0.449 -2.229 4.105
H4 -4.897 -0.347 1.671
H5 -4.637 -2.143 1.280
H6 -2.272 -1.516 0.515
H7 -2.471 0.080 1.299
H8 -4.328 0.724 -0.182
H9 -4.201 -0.797 -1.022
H10 -3.146 1.252 -2.154
H11 -2.249 -0.232 -2.277
H12 -1.128 0.861 0.100
H13 -0.535 1.114 -1.528
H14 -1.805 3.137 -1.823
H15 -2.513 2.943 -0.174
H16 -2.750 1.107 3.488
H17 -1.997 1.235 1.866
H18 0.578 -0.355 3.582
H19 -0.628 -0.406 2.195
H20 1.289 0.038 0.595
H21 2.677 1.163 2.507
H22 2.871 -0.429 3.223
H23 3.635 -0.112 1.621
H24 -0.270 -2.713 -1.241
H25 -0.011 -0.991 -0.913
H26 2.734 -0.966 -1.264
Be1 -2.161 2.025 5.799
C17 4.416 -3.971 -4.147
C18 5.057 -2.788 -4.280
C19 5.945 -2.506 -5.449
O11 6.501 -1.429 -5.544
C20 6.116 -3.579 -6.444
C21 5.473 -4.761 -6.296
C22 4.574 -5.020 -5.143
O12 3.999 -6.094 -5.067
O13 5.614 -5.743 -7.175
O14 4.935 -1.819 -3.377
H27 3.771 -4.182 -3.306
H28 6.776 -3.380 -7.278
H29 5.055 -6.471 -6.846
H30 5.490 -1.087 -3.705
C23 -7.214 -0.671 3.972
O15 -7.028 -0.453 5.196
O16 -7.008 -2.003 3.621
O17 -7.534 0.113 3.077
H31 -6.784 -2.254 4.537
C24 -2.685 1.031 7.935
O18 -2.857 1.809 8.876
O19 -1.926 0.008 7.952
O20 -3.208 1.165 6.756
C25 7.155 1.081 -7.916
N2 7.759 0.187 -8.939
O21 8.510 0.681 -9.737
O22 7.449 -0.979 -8.895
H32 7.519 2.089 -8.075
H33 6.077 1.036 -8.038
H34 7.456 0.710 -6.941
Be2 3.911 -2.676 -6.654
Mg1 2.404 1.350 -0.073
F1 -4.549 -2.494 -0.208
C26 -4.201 7.594 2.265
O23 -4.886 6.579 2.264
O24 -4.107 8.405 3.219
O25 -3.494 7.998 1.310
Cs1 -2.095 -4.549 3.936

Löwdin atomic charge list, values in e, 2 entries: 0.08 -0.10